This record from OMol25 describes C16H44F6LiN5O18S2 as an isolated structure at a distorted geometry. The level of theory is ωB97M-V/def2-TZVPD.

Each line ends with the Löwdin charge.
Positions of all 92 atoms, in Å:
1 Li -1.963281 0.637013 -0.618703  0.60
2 C -0.724298 1.049294 2.841776  -0.64
3 F -2.022518 1.262874 2.684355  0.15
4 F -0.221479 1.928488 3.722655  0.14
5 F -0.497130 -0.162326 3.337079  0.15
6 S 0.148420 1.338435 1.171799  0.71
7 O -0.361275 2.641205 0.768252  -0.31
8 O 1.569209 1.268228 1.367024  -0.27
9 N -0.421790 0.002869 0.224040  -0.35
10 S 0.641179 -1.115674 0.230475  0.57
11 O 1.762868 -0.989913 -0.686127  -0.29
12 O 1.006707 -1.676367 1.499897  -0.27
13 C -0.389842 -2.461229 -0.599265  -0.67
14 F -0.681956 -2.107864 -1.839657  0.14
15 F 0.357184 -3.557725 -0.609927  0.14
16 F -1.495963 -2.776739 0.077241  0.15
17 C 4.485863 -1.738784 -4.053560  -0.23
18 C 2.943636 -1.565620 -4.084945  -0.23
19 O 2.594004 -0.197747 -4.210061  -0.07
20 O 4.927681 -2.428271 -2.892058  -0.08
21 H 4.992768 -0.773208 -4.070273  0.11
22 H 4.882846 -2.203746 -4.965527  0.11
23 H 2.477855 -1.946513 -3.170982  0.10
24 H 2.501895 -2.160606 -4.887834  0.11
25 H 2.534726 0.218496 -3.344082  0.04
26 H 4.474771 -3.284228 -2.911805  0.04
27 C -3.500904 3.307056 -0.435462  -0.25
28 C -4.450942 2.241643 0.180591  -0.19
29 O -3.788821 0.974830 0.181908  -0.14
30 O -4.107037 4.584711 -0.384097  -0.08
31 H -3.279482 3.160822 -1.494258  0.10
32 H -2.556575 3.132136 0.091764  0.09
33 H -5.315557 2.283632 -0.486516  0.12
34 H -4.666919 2.594880 1.188146  0.12
35 H -4.361917 0.342643 0.633876  0.07
36 H -3.481293 5.122883 0.139973  -0.30
37 C 2.692757 -1.489602 4.823428  -0.21
38 C 3.891309 -0.892931 4.053249  -0.23
39 O 5.160068 -1.456106 4.398449  -0.09
40 O 2.699177 -2.896855 4.575313  -0.08
41 H 1.790481 -1.104627 4.357343  0.10
42 H 2.827301 -1.316336 5.892272  0.11
43 H 3.940046 0.152722 4.386917  0.11
44 H 3.893366 -0.936791 2.969791  0.12
45 H 5.456279 -1.417749 5.309757  0.08
46 H 3.568116 -3.242741 4.802850  0.07
47 C -1.661025 1.626905 -3.190197  -0.19
48 C -2.967496 0.856115 -3.073275  -0.23
49 O -2.878980 -0.274503 -2.205816  -0.10
50 O -1.070570 1.860600 -1.902147  -0.17
51 H -1.803632 2.617533 -3.629172  0.13
52 H -0.941648 1.047298 -3.780172  0.13
53 H -3.356305 0.685734 -4.082764  0.13
54 H -3.761851 1.465365 -2.634464  0.11
55 H -2.123021 -0.732121 -2.608891  0.08
56 H -0.119349 2.052663 -2.050680  0.05
57 C -5.729129 -1.845810 3.496735  -0.24
58 C -5.802095 -0.475082 2.866010  -0.20
59 O -4.454365 -0.068723 2.598186  -0.10
60 O -4.936117 -1.843583 4.685583  -0.06
61 H -5.251158 -2.579991 2.839142  0.12
62 H -6.717188 -2.295374 3.654731  0.12
63 H -6.226603 0.382390 3.399558  0.13
64 H -6.276679 -0.505325 1.881074  0.12
65 H -4.016886 0.107749 3.437789  0.08
66 H -5.346132 -2.459366 5.296375  0.08
67 C 3.381377 -6.838569 -1.353187  -0.21
68 C 2.658347 -5.576676 -1.780695  -0.22
69 O 3.220195 -4.945183 -2.954602  -0.09
70 O 3.142640 -7.850241 -2.362945  -0.07
71 H 3.082284 -7.159523 -0.359230  0.12
72 H 4.445310 -6.608931 -1.441215  0.12
73 H 2.647656 -4.682917 -1.150180  0.12
74 H 1.590990 -5.775572 -1.915798  0.12
75 H 2.568044 -4.831851 -3.648651  0.09
76 H 2.876464 -8.612793 -1.839985  0.07
77 C -1.567252 6.158646 0.442469  -0.50
78 O -2.664803 5.589021 0.353821  0.18
79 N -1.458760 7.507452 0.320901  0.18
80 N -0.408855 5.497634 0.678302  0.20
81 H -2.286685 8.067171 0.252127  0.12
82 H -0.637828 7.852117 0.789289  0.10
83 H 0.441991 5.983999 0.886156  0.11
84 H -0.404129 4.490285 0.737646  0.06
85 C 2.660308 2.325057 -1.563717  -0.62
86 O 1.608706 1.978853 -2.115099  0.00
87 N 3.147309 3.606134 -1.577200  0.17
88 N 3.555345 1.416641 -1.072270  0.19
89 H 2.486776 4.309221 -1.864001  0.11
90 H 4.001853 3.844551 -1.120635  0.09
91 H 4.253006 1.808786 -0.475099  0.10
92 H 3.168409 0.479655 -1.028888  0.08

Forces on the atoms, in the same order (eV/Å):
Li -0.96 0.35 -0.44
C 0.80 -0.05 0.05
F 0.17 -0.09 0.10
F -0.24 0.04 -0.46
F -0.33 0.28 -0.45
S -0.09 -0.21 -0.40
O -0.18 -1.87 0.03
O -0.51 -0.26 0.21
N 0.18 3.93 2.20
S 2.39 -3.65 -0.83
O -0.88 0.52 0.02
O -0.54 0.39 0.21
C 0.65 0.20 1.46
F -0.35 -0.06 -0.65
F 0.28 -0.12 -0.38
F -0.21 0.50 -0.26
C 0.05 -0.11 0.06
C 0.50 0.25 0.53
O -0.37 0.08 -0.73
O -0.11 -0.09 -0.31
H -0.39 0.22 0.36
H -0.32 -0.40 0.01
H 0.43 -0.19 0.18
H -0.02 0.44 -0.34
H -0.09 -0.12 0.07
H 0.10 -0.10 0.24
C -1.32 -0.01 -0.26
C 0.85 1.33 -1.30
O -0.18 0.17 -0.38
O -5.89 -6.06 -3.01
H -0.06 -0.74 -0.01
H 0.18 0.92 0.18
H -0.39 -0.53 0.44
H -0.26 -0.23 0.07
H 0.51 0.04 0.21
H -5.60 -2.59 -1.06
C 1.77 -1.32 -1.83
C 0.51 1.33 1.91
O 0.29 -1.06 -0.63
O -0.64 -0.15 0.30
H -0.23 0.14 0.48
H -0.38 0.41 0.06
H -0.21 0.25 -0.49
H -0.63 -0.24 0.00
H -0.61 0.43 0.23
H 0.09 0.16 -0.08
C 0.58 0.13 0.50
C -1.10 1.61 0.33
O 1.20 -0.06 -1.23
O -0.53 -0.36 -0.39
H -0.33 -0.27 -0.49
H -0.07 0.08 -0.21
H 0.29 -0.75 0.00
H 0.28 0.17 0.16
H -0.27 -0.66 0.49
H -0.08 -0.20 0.36
C -0.48 -0.97 0.13
C 1.26 0.45 -0.36
O 0.03 0.00 -0.21
O -0.45 0.45 0.03
H 0.09 0.53 -0.55
H -0.13 0.43 0.31
H -0.60 -0.75 0.51
H -0.18 -0.28 0.17
H 0.01 -0.11 -0.04
H 0.13 0.04 0.16
C 0.53 0.93 -1.74
C -1.03 1.62 -0.22
O 0.44 -0.67 -0.41
O -0.32 0.01 1.12
H 0.06 0.06 0.07
H 0.12 -0.09 0.63
H 0.36 -0.87 1.25
H 0.08 -0.31 -0.31
H -0.13 -0.30 0.05
H -0.04 -0.25 -0.48
C -0.65 -0.35 0.39
O 13.13 8.19 4.73
N 0.84 -0.30 0.11
N -0.35 0.06 -0.11
H -0.11 -0.01 0.20
H -0.23 0.74 -0.24
H 0.04 0.06 -0.15
H -0.14 -0.05 0.06
C 1.18 -0.60 -0.67
O 0.24 0.48 0.40
N -1.31 -0.13 -0.17
N -1.26 0.64 -0.79
H 0.29 0.14 0.08
H 0.10 0.20 0.09
H 0.31 -0.74 0.40
H 0.44 -0.07 0.69

Output
Total charge   0
Lowest unoccupied orbital energy   0.11 eV